# 1
Below is C10H22B3F2NO12PS2 as an isolated structure, with properties calculated with ωB97M-V/def2-TZVPD.

Geometry as XYZ:
```
53
Properties=species:S:1:pos:R:3:forces:R:3:nbo_charge:R:1
C 5.436424 -0.944081 0.376640 0.09 -0.29 0.27 -0.7230
C 3.997267 -0.852882 0.743116 -0.07 0.13 0.04 0.8025
O 3.401379 -1.626199 1.444174 -0.14 -0.30 0.15 -0.6145
O 3.402043 0.230782 0.210423 -0.07 0.23 -0.28 -0.5149
C 1.987896 0.314755 0.370513 -0.34 0.22 0.11 -0.0754
C 1.548622 1.710301 -0.067105 0.12 -0.09 -0.04 -0.4304
C 0.197474 1.778068 -0.789970 0.11 0.31 0.01 -0.3883
C -1.002275 2.044667 0.114421 -0.31 -0.27 -0.24 -0.3900
C -1.273708 0.962551 1.179047 0.16 0.16 0.04 -0.4167
C -1.523269 1.504664 2.596540 -0.02 0.25 -0.17 -0.3909
C -2.990481 1.657767 3.026549 0.20 -0.11 0.24 -0.3859
C -3.911060 0.467471 2.702854 -0.21 0.22 0.35 -0.8272
B -5.124268 0.780200 1.795153 -0.66 -0.08 0.08 1.2023
O -5.487229 2.063081 1.391327 1.01 -0.02 -0.35 -0.8918
B -5.539420 2.169540 0.018610 -0.51 0.11 0.29 0.9958
O -6.228944 1.175229 -0.663275 0.68 -0.28 -0.17 -0.8965
B -6.319414 -0.061127 -0.045829 -0.66 0.11 -0.02 0.7377
P -7.031710 -1.572977 -1.057113 0.33 -0.60 0.32 2.0810
O -6.320481 -2.815499 -0.723125 -0.15 0.33 -0.11 -1.0592
O -8.621393 -1.629102 -0.834599 -0.01 0.29 0.06 -0.9708
O -7.013783 -1.162055 -2.602625 0.02 0.26 0.04 -0.9714
O -5.901457 -0.249562 1.235407 0.52 0.01 -0.30 -0.8747
H 6.001125 -0.923265 1.309571 0.13 0.04 -0.08 0.2343
H 5.606448 -1.922243 -0.073277 0.08 0.07 -0.11 0.2758
H 5.760848 -0.155028 -0.289324 0.01 0.02 -0.05 0.2410
H 1.718965 0.115945 1.407515 0.10 -0.09 0.02 0.1910
H 1.505695 -0.449073 -0.243633 0.11 -0.09 -0.03 0.1801
H 1.541683 2.373203 0.801994 -0.01 0.08 -0.03 0.1971
H 2.321588 2.091298 -0.734903 0.03 -0.05 -0.04 0.2287
H 0.043779 0.878627 -1.392215 -0.01 -0.09 0.09 0.2000
H 0.250039 2.601046 -1.507578 -0.05 -0.01 -0.04 0.2066
H -1.884578 2.120306 -0.529578 -0.02 0.15 0.01 0.1923
H -0.885862 3.029017 0.573264 0.08 -0.01 0.12 0.1921
H -0.431209 0.274268 1.226492 0.02 -0.01 -0.07 0.2153
H -2.116717 0.364480 0.832237 0.00 -0.15 0.08 0.1923
H -1.087582 2.506602 2.628652 0.11 -0.03 0.18 0.2021
H -0.968578 0.926531 3.337166 -0.13 -0.22 -0.05 0.2054
H -3.381878 2.586467 2.611384 -0.14 -0.06 -0.13 0.2057
H -2.995341 1.794211 4.109301 0.02 0.16 0.00 0.2068
H -4.334527 0.064773 3.631047 0.04 -0.12 0.01 0.2599
H -3.373881 -0.375352 2.263673 -0.01 -0.06 0.02 0.2590
H -4.953055 3.027747 -0.555033 -0.30 0.12 -0.06 -0.0954
H -8.868564 -1.221500 0.003169 -0.15 -0.21 0.01 0.5020
H -6.275301 -0.571669 -2.795086 -0.02 -0.08 -0.18 0.5083
N 7.808089 -2.464449 -3.794383 -0.04 -0.02 0.40 -1.2365
S 7.283935 -3.888146 -3.320238 0.04 0.04 -0.31 2.5158
O 6.299271 -3.832547 -2.286331 -0.07 -0.04 0.02 -0.9464
O 8.281404 -4.905565 -3.256211 -0.02 -0.07 -0.03 -0.9333
F 6.459702 -4.217450 -4.635348 0.05 0.04 0.05 -0.5055
S 8.670390 -1.638910 -2.772282 -0.07 0.03 -0.05 2.5202
O 8.800165 -0.286448 -3.207269 -0.02 -0.04 -0.18 -0.9457
O 9.822761 -2.308996 -2.260940 0.02 -0.01 0.07 -0.9422
F 7.698954 -1.539464 -1.502969 0.13 0.13 0.06 -0.5244
```
Positions in Å, forces in eV/Å.

**E_HOMO**: -6.47 eV
**Multiplicity**: 1
**Kohn-Sham gap**: 7.5 eV
**Charge**: -1

# 2
Below is a single C8H14N2O5 molecule, with properties calculated with ωB97M-V/def2-TZVPD.

Geometry as XYZ:
```
29
Properties=species:S:1:pos:R:3:forces:R:3:nbo_charge:R:1
C 1.616476 1.858598 1.249309 0.01 -1.04 0.58 -0.1531
C 0.130842 1.421618 1.262598 0.02 -1.21 -1.56 0.6973
C 1.650386 3.374545 1.338433 0.51 1.89 -0.81 -0.6354
C -1.285080 -0.326810 0.422883 -5.29 0.32 0.91 -0.1798
C -1.273320 -1.635019 1.156336 0.78 -1.58 -3.54 0.7778
C -1.850896 -0.546708 -0.988191 0.79 -1.05 -1.43 -0.3802
C -1.018654 -1.457439 -1.867889 0.58 -2.57 -1.18 -0.5262
C 0.350073 -0.947090 -2.278340 1.54 1.28 1.87 0.7906
H 2.466844 1.834621 -0.587825 0.58 -0.29 -0.09 0.3659
H 3.270833 0.897410 0.554512 1.84 -0.28 0.30 0.3741
H 1.915391 1.378895 2.218472 0.22 0.69 -0.57 0.2146
H 0.976994 3.908706 0.531007 1.44 -1.13 1.49 0.2180
H 1.263725 3.622616 2.310267 -0.68 0.28 0.29 0.2383
H 2.683891 3.884202 1.390756 -1.33 -1.18 -0.62 0.2188
H 0.659327 -0.140609 0.081418 0.34 0.45 -0.29 0.4335
H -2.194715 0.234772 0.887033 2.03 -0.49 -0.24 0.2694
H -2.848636 -0.907876 -1.221796 -0.40 0.21 1.30 0.2338
H -1.720014 0.386123 -1.460885 -0.39 1.49 -0.32 0.2321
H -0.886265 -2.500737 -1.364358 -0.09 1.78 -1.17 0.2469
H -1.545733 -1.593410 -2.865355 0.32 -0.03 1.20 0.2415
H 1.221920 0.583060 -3.038529 -0.89 -0.15 0.41 0.4937
H -0.205436 -3.178034 1.514402 0.69 1.01 -1.30 0.4939
N 2.420224 1.196794 0.194953 -2.99 1.18 0.08 -0.8386
N -0.157498 0.414616 0.313330 3.15 1.83 1.49 -0.6615
O -0.713594 1.864357 1.999638 0.15 0.34 0.19 -0.6014
O -2.336611 -2.166089 1.300926 0.82 -0.65 1.62 -0.5447
O 1.421446 -1.472950 -2.008490 -1.75 0.68 -1.18 -0.5795
O 0.295757 0.385423 -2.753555 0.91 -1.92 -0.37 -0.7155
O -0.019020 -2.378211 0.926740 -2.91 0.13 2.95 -0.7241
```
Positions in Å, forces in eV/Å.

**E_HOMO**: -9.44 eV
**SMILES string**: C[C@H](N)C(=O)N[C@@H](CCC(=O)O)C(=O)O
**Relative energy (zero: lowest compared OMol25 entry of this formula, charge and spin)**: 53.7 kcal per mole
**Multiplicity**: 1
**Kohn-Sham gap**: 10.0 eV

# 3
Below is a single C3H5FOS molecule, with properties calculated with ωB97M-V/def2-TZVPD.

Geometry as XYZ:
```
11
Properties=species:S:1:pos:R:3:forces:R:3:nbo_charge:R:1
C -0.722010 -0.632222 0.580916 0.28 0.57 -0.17 -0.6317
C -0.413604 0.860811 0.362404 0.71 -0.91 0.62 0.5515
C 1.031080 1.311523 0.155295 -0.40 -0.83 -0.45 -0.0563
H 0.873390 -1.744615 -0.785018 -0.72 0.08 -0.19 0.1411
H -1.790066 -0.695663 0.767218 0.01 -0.01 0.34 0.2479
H -0.118686 -1.061327 1.396388 -0.38 0.22 -0.29 0.2500
H 1.225914 2.103107 0.891128 0.10 0.08 -0.68 0.2035
H 1.175695 1.517587 -0.922200 -0.10 0.67 0.68 0.2046
O -1.256736 1.699475 0.424691 -0.95 0.68 -0.16 -0.5175
F 1.881122 0.253452 0.417786 0.48 -0.35 0.34 -0.3723
S -0.475954 -1.577289 -0.943550 0.95 -0.20 -0.02 -0.0209
```
Positions in Å, forces in eV/Å.

**E_HOMO**: -9.33 eV
**SMILES string**: O=C(CF)CS
**Relative energy (zero: lowest compared OMol25 entry of this formula, charge and spin)**: 5.0 kcal per mole
**Multiplicity**: 1
**Kohn-Sham gap**: 10.1 eV

# 4
Below is C19H37BrFeSi4Te as an isolated structure, with properties calculated with ωB97M-V/def2-TZVPD.

Geometry as XYZ:
```
63
Properties=species:S:1:pos:R:3:forces:R:3:nbo_charge:R:1
C -1.877475 -0.854531 -0.949831 -0.60 0.34 0.26 -0.3281
C -1.814789 -1.387984 0.377957 -0.40 0.60 -0.09 -0.3861
C -1.923004 -0.288815 1.300440 -0.78 0.05 -1.02 -0.3815
H -1.688360 -2.441533 0.630876 -0.07 0.40 -0.05 0.2189
C -2.015987 0.925432 0.535600 -0.71 -0.74 -0.32 -0.3812
C -2.010543 0.572895 -0.856042 -0.24 -0.50 0.55 -0.3597
H -2.101013 1.262801 -1.696617 0.24 -0.28 0.34 0.2341
H -1.827441 -1.429296 -1.885952 0.18 0.42 0.65 0.2409
H -1.998269 -0.356575 2.377911 0.39 -0.01 -0.31 0.2141
H -2.082286 1.934754 0.937440 0.03 -0.32 -0.10 0.2214
Fe -0.008149 -0.016990 0.142852 -1.18 -0.41 -0.81 0.9116
Br 1.365068 -0.582810 -1.519278 1.28 -0.35 -1.11 -0.5303
C 2.707747 0.676591 -4.696055 -0.77 -0.39 -0.60 -0.3595
C 1.616616 1.474497 -5.165490 0.13 -0.97 -0.09 -0.3713
C 0.621703 0.593436 -5.697537 0.83 -0.23 0.29 -0.3775
H 1.557994 2.562621 -5.130959 -0.02 -0.23 0.04 0.1681
C 1.101355 -0.748282 -5.563425 0.53 0.77 0.26 -0.3720
C 2.387185 -0.697887 -4.937090 -0.46 0.88 -0.46 -0.3603
H 3.014617 -1.554033 -4.689369 -0.17 0.18 0.00 0.1737
H 3.625691 1.049249 -4.240973 -0.25 -0.09 -0.02 0.1736
H -0.330713 0.893036 -6.135789 0.17 -0.06 0.11 0.1661
H 0.582550 -1.650766 -5.887631 0.07 0.18 0.13 0.1673
C -3.294578 0.014283 4.746903 -0.22 -0.22 0.15 -1.1132
Si -1.744181 -0.982174 5.188978 0.79 0.50 -0.95 1.2872
C -1.798448 -1.315171 7.057432 -0.19 -0.13 0.04 -1.1033
C -1.789937 -2.622847 4.257398 -0.39 -0.16 0.16 -1.1156
Si 0.257063 0.190273 4.456986 0.10 0.07 0.35 -0.2188
Te 1.263531 0.544709 2.105554 1.29 0.53 3.00 -0.5218
Si 0.088829 2.292196 5.532936 0.13 -0.99 -0.54 1.2613
C -0.231355 2.174497 7.399251 -0.04 0.33 0.14 -1.1053
C 1.704913 3.224846 5.268682 -0.21 0.41 0.09 -1.1124
C -1.349551 3.208335 4.727589 0.11 0.43 0.15 -1.1122
Si 2.034301 -0.994262 5.473445 -0.75 0.55 -0.60 1.2785
C 1.912037 -1.142848 7.358300 0.30 -0.18 0.15 -1.1083
C 2.006381 -2.723926 4.717588 0.41 -0.10 0.14 -1.1155
C 3.639277 -0.097215 5.045984 0.25 -0.37 0.14 -1.1158
H -4.175938 -0.612468 4.955112 0.06 0.19 -0.02 0.2185
H -3.335303 0.295808 3.687419 0.05 -0.05 0.28 0.2543
H -3.372753 0.928894 5.348199 0.00 -0.21 -0.07 0.2232
H -2.752248 -1.823138 7.278924 0.20 0.10 -0.03 0.2217
H -0.989785 -1.974224 7.396687 -0.18 0.16 -0.13 0.2290
H -1.769827 -0.396503 7.656949 0.05 -0.20 -0.17 0.2314
H -1.729907 -2.474856 3.171010 0.05 0.03 0.26 0.2568
H -0.976938 -3.293875 4.560802 -0.16 0.16 -0.07 0.2304
H -2.747488 -3.120081 4.474483 0.16 -0.07 -0.09 0.2157
H 0.569517 1.649573 7.936454 -0.17 0.08 -0.17 0.2287
H -0.276242 3.203678 7.791073 -0.02 -0.21 0.05 0.2175
H -1.184531 1.686055 7.639762 0.19 0.11 -0.10 0.2242
H 1.950823 3.278334 4.200517 -0.06 -0.07 0.20 0.2633
H 1.567103 4.249132 5.648831 0.22 -0.10 -0.07 0.2127
H 2.546740 2.760539 5.796991 -0.21 0.09 -0.08 0.2276
H -1.222886 3.246368 3.637825 0.01 -0.06 0.20 0.2550
H -2.321613 2.748865 4.947170 0.27 0.10 -0.03 0.2295
H -1.352811 4.241114 5.108196 -0.18 -0.09 -0.14 0.2144
H 1.027595 -1.699129 7.692456 0.22 0.14 -0.12 0.2250
H 2.802989 -1.689924 7.703732 -0.16 0.07 0.08 0.2176
H 1.910820 -0.165731 7.858031 -0.01 -0.17 -0.15 0.2259
H 1.994784 -2.677417 3.621007 -0.02 0.09 0.22 0.2645
H 2.923445 -3.247026 5.027068 -0.18 -0.12 -0.10 0.2157
H 1.137582 -3.308409 5.046565 0.21 0.14 0.00 0.2220
H 3.745157 0.047741 3.962376 -0.12 -0.06 0.29 0.2716
H 3.701132 0.883971 5.533311 -0.01 -0.22 -0.06 0.2250
H 4.473605 -0.723097 5.399885 0.02 0.23 -0.06 0.2122
```
Positions in Å, forces in eV/Å.

**E_HOMO (alpha / beta)**: -0.16 / -0.18 eV
**Multiplicity**: 5
**Expectation value of S²**: 6.0238
**Kohn-Sham gap (alpha / beta)**: 4.2 / 4.2 eV
**Charge**: -2

# 5
Below is a single C4H6ClNS molecule, with properties calculated with ωB97M-V/def2-TZVPD.

Geometry as XYZ:
```
13
Properties=species:S:1:pos:R:3:forces:R:3:nbo_charge:R:1
C 0.571230 -1.739513 0.556933 0.74 -0.74 -1.39 -0.0004
C -0.441133 0.376535 0.653277 2.90 -1.01 -1.04 0.0697
C 1.389757 0.658373 -0.523325 -4.38 -3.24 0.53 -0.5349
C -1.547697 0.511343 -0.328873 0.33 -1.35 0.06 -0.6573
N -0.274236 -0.954844 0.985637 -1.38 -0.08 1.73 -0.4336
S 1.783241 -1.154117 -0.614998 -0.09 1.77 -0.80 0.1883
Cl 2.526833 1.511653 0.266866 2.50 2.03 1.82 0.0420
H 0.602849 -2.851828 0.659081 -0.16 1.07 0.45 0.2181
H -0.265334 1.026898 1.490816 -0.21 0.51 0.16 0.2104
H 0.918300 1.251738 -1.301753 0.30 -0.82 -0.57 0.2194
H -1.522346 1.466464 -0.774063 -0.64 1.20 -0.38 0.2218
H -2.515525 0.100412 0.004405 0.26 0.79 0.18 0.2360
H -1.225943 -0.203119 -1.074003 -0.17 -0.13 -0.74 0.2205
```
Positions in Å, forces in eV/Å.

**E_HOMO**: -8.25 eV
**Relative energy (zero: lowest compared OMol25 entry of this formula, charge and spin)**: 52.7 kcal per mole
**Multiplicity**: 1
**Kohn-Sham gap**: 9.1 eV

# 6
Below is a single HNO2S molecule, with properties calculated with ωB97M-V/def2-TZVPD.

Geometry as XYZ:
```
5
Properties=species:S:1:pos:R:3:forces:R:3:nbo_charge:R:1
N 0.418904 0.486545 0.404872 -2.41 0.66 1.32 -0.4934
O 2.098394 2.797470 0.274071 -2.33 -5.61 -3.68 -0.7474
O 1.756421 -0.038565 0.245915 0.44 -2.30 0.50 -0.4751
S 1.434634 1.192270 -0.689235 1.91 6.99 2.53 1.3188
H -0.469291 -0.090203 0.197637 2.39 0.27 -0.67 0.3971
```
Positions in Å, forces in eV/Å.

**E_HOMO**: -9.99 eV
**Relative energy (zero: lowest compared OMol25 entry of this formula, charge and spin)**: 123.2 kcal per mole
**Multiplicity**: 1
**Kohn-Sham gap**: 9.1 eV

Q: Which max |F| values were calculated for the entries above? A: 1.1, 5.4, 1.3, 3.3, 5.5, 7.7, in eV/Å.